Density functional theory data (ωB97M-V/def2-TZVPD) for an isolated ion of composition H2NO3S and charge -1 at a distorted geometry.

Cartesian coordinates (Å):
N -1.019 -0.184 -0.379
S 0.665 -0.043 0.013
O 1.049 1.431 -0.466
O 0.701 -0.193 1.464
O 1.330 -1.102 -0.720
H -1.375 -0.675 0.429
H -1.352 0.766 -0.341

Calculated values
Gap between HOMO and LUMO = 8.84 eV
M = 96.09 g/mol
Spin multiplicity = 1
Total charge = -1
E_tot = -679.93088 Ha
E_LUMO = 4.1 eV